# 1
Molecular formula: C29H38NO3Si2
Method: DFT, ωB97M-V/def2-TZVPD

Last column: Löwdin charge in e.
Atoms and positions in Å:
C (1.21312, 4.51508, 3.47457)  -0.157
Si (1.82517, 2.95624, 2.63660)  0.477
C (3.06209, 3.42594, 1.31978)  -0.151
C (2.39391, 1.65400, 3.84508)  -0.147
O (0.52291, 2.19991, 1.80204)  -0.202
N (0.20791, 0.83904, 2.05720)  -0.063
O (-1.15496, 0.75583, 1.84518)  -0.168
Si (-2.15964, 2.13062, 1.85538)  0.482
C (-2.05634, 3.02696, 3.49550)  -0.140
C (-1.69341, 3.34580, 0.47503)  -0.141
C (-3.82438, 1.33959, 1.64012)  -0.134
C (0.84007, -0.00641, 1.11412)  -0.078
C (2.25471, 0.24487, 0.76469)  0.007
C (0.12427, -1.08546, 0.46293)  0.045
H (2.09883, 5.02222, 3.88379)  0.050
H (0.73411, 5.19558, 2.75806)  0.047
H (0.52560, 4.31618, 4.30622)  0.031
H (3.94615, 3.89135, 1.79019)  0.053
H (3.41878, 2.57520, 0.70848)  0.019
H (2.60992, 4.16349, 0.63027)  0.054
H (2.45987, 2.10774, 4.84030)  0.047
H (1.68792, 0.81570, 3.87479)  0.037
H (3.40067, 1.27511, 3.60602)  0.045
H (-2.87204, 3.75856, 3.58218)  0.052
H (-2.16301, 2.34023, 4.34388)  0.048
H (-1.12758, 3.58109, 3.63040)  -0.014
H (-2.63627, 3.69005, 0.00403)  0.044
H (-1.13781, 4.21863, 0.85802)  0.036
H (-1.09988, 2.84410, -0.29428)  0.017
H (-4.59754, 2.10403, 1.49407)  0.051
H (-3.82405, 0.69041, 0.76306)  0.001
H (-4.09230, 0.74175, 2.52845)  0.053
H (2.68650, -0.62651, 0.24820)  0.103
H (2.37866, 1.09859, 0.08981)  0.099
H (2.83938, 0.43514, 1.66981)  0.082
H (0.75210, -2.01127, 0.47403)  0.158
H (-0.85713, -1.25656, 0.95909)  0.137
C (4.46507, -4.65095, -4.56180)  -0.046
O (4.31981, -3.35614, -3.91359)  -0.088
C (3.15735, -3.05253, -3.27294)  -0.281
C (3.02547, -1.73440, -2.82013)  0.012
C (1.87680, -1.33153, -2.16444)  -0.067
C (0.82345, -2.21012, -1.85230)  -0.158
C (-0.36900, -1.63151, -1.11939)  -0.160
C (-1.50776, -2.61361, -0.82354)  -0.136
C (-2.73177, -1.89884, -0.88091)  -0.110
C (-3.84144, -2.41118, -0.24483)  -0.003
C (-3.72815, -3.66283, 0.38887)  -0.046
C (-2.53585, -4.41057, 0.33647)  -0.050
C (-1.40037, -3.88724, -0.28737)  -0.025
C (-2.49809, -0.58470, -1.54128)  -0.107
C (-1.10785, -0.44951, -1.78762)  -0.086
C (-0.63745, 0.61917, -2.53813)  -0.004
C (-1.53980, 1.66136, -2.82729)  -0.072
C (-2.88391, 1.56690, -2.49706)  -0.070
C (-3.38598, 0.44299, -1.82631)  -0.016
C (0.94515, -3.52982, -2.38450)  0.000
C (2.13171, -3.96687, -2.99651)  0.001
H (5.38375, -4.50877, -5.13560)  0.095
H (4.58594, -5.46138, -3.81753)  0.099
H (3.61271, -4.86694, -5.23038)  0.100
H (3.89299, -1.05290, -2.96229)  0.138
H (1.79518, -0.27107, -1.89271)  0.097
H (-4.76462, -1.83993, -0.18444)  0.118
H (-4.57957, -4.10358, 0.89114)  0.107
H (-2.47443, -5.40732, 0.77077)  0.111
H (-0.45551, -4.40243, -0.36352)  0.107
H (0.37121, 0.63999, -2.87972)  0.091
H (-1.14156, 2.54752, -3.30647)  0.111
H (-3.53166, 2.39458, -2.73316)  0.109
H (-4.40553, 0.40127, -1.45781)  0.116
H (0.12734, -4.25805, -2.36711)  0.113
H (2.32010, -5.03188, -3.25364)  0.121

E_tot = -1987.038700 a.u.
spin multiplicity = 1
HOMO = -10.97 eV
relative energy (zero: lowest compared OMol25 entry of this formula, charge and spin) = 0.890 eV
SMILES = COc1ccc(C2(CC(C)=[N+](O[Si](C)(C)C)O[Si](C)(C)C)c3ccccc3-c3ccccc32)cc1
frontier orbital gap = 0.221 Ha
net charge = +1


# 2
Molecular formula: C29H39FeN2O8SSi
Method: DFT, ωB97M-V/def2-TZVPD

Last column: Löwdin charge in e.
Atoms and positions in Å:
Fe (1.99670, 0.16599, 0.49329)  0.855
O (0.06950, 1.60603, -3.19361)  0.134
C (0.83970, 1.09049, -2.25568)  -0.455
O (1.16558, 1.69211, -1.25395)  0.085
C (1.27994, -0.31525, -2.51510)  -0.166
C (0.85717, -1.10875, -3.55783)  0.039
C (1.27524, -2.43983, -3.55938)  -0.019
C (2.04037, -2.92771, -2.51636)  0.028
C (2.41094, -2.05001, -1.50531)  -0.160
N (2.06890, -0.78209, -1.54775)  0.085
C (3.09869, -2.42272, -0.20504)  -0.574
O (3.55707, -3.53430, -0.06809)  0.094
O (3.10258, -1.44342, 0.64641)  -0.125
H (-0.31912, 2.42473, -2.84454)  0.129
H (0.21238, -0.70862, -4.32781)  0.126
H (0.96856, -3.09760, -4.36188)  0.119
H (2.35203, -3.96212, -2.45566)  0.131
C (4.38138, 1.39787, -1.65149)  -0.014
C (4.13851, 2.34739, -0.51673)  -0.294
C (4.74587, 3.62496, -0.57250)  -0.014
C (4.60625, 4.48697, 0.46600)  0.005
C (3.86229, 4.10135, 1.60228)  -0.157
C (3.67630, 4.94781, 2.71882)  -0.046
C (2.90913, 4.52241, 3.76330)  -0.075
C (2.34400, 3.22955, 3.76077)  -0.101
C (2.53976, 2.36885, 2.70941)  -0.588
S (1.95924, 0.72741, 2.75137)  0.737
C (3.27724, 2.82207, 1.58777)  -0.221
N (3.40522, 1.97616, 0.51573)  0.080
H (5.45506, 1.25142, -1.78048)  0.096
H (3.98720, 1.80526, -2.58531)  0.094
H (3.92575, 0.43483, -1.46937)  0.046
H (5.32170, 3.89201, -1.44967)  0.117
H (5.06571, 5.46931, 0.44020)  0.122
H (4.15306, 5.92082, 2.73015)  0.111
H (2.74042, 5.17310, 4.61210)  0.105
H (1.75576, 2.89268, 4.60540)  0.103
C (-3.64400, -0.41803, 3.18619)  -0.028
C (-2.23757, -0.27307, 2.62784)  -0.631
C (-1.82829, 1.19591, 2.61219)  -0.024
C (-1.26522, -1.11222, 3.44375)  -0.032
O (-2.28750, -0.79162, 1.28975)  -0.112
Si (-1.27376, -0.69586, 0.01164)  0.057
O (0.24904, -0.35888, 0.39093)  -0.313
O (-1.74925, 0.48848, -1.03836)  -0.094
C (-3.02132, 0.71884, -1.66824)  -0.623
C (-3.37589, -0.43867, -2.59510)  -0.019
C (-2.86924, 1.99837, -2.47757)  -0.034
C (-4.11070, 0.90837, -0.61782)  -0.025
O (-1.43511, -2.10388, -0.81420)  -0.095
C (-1.51451, -3.46088, -0.35315)  -0.629
C (-1.35830, -4.33565, -1.58760)  -0.023
C (-2.87849, -3.71397, 0.27967)  -0.021
C (-0.39812, -3.74486, 0.64389)  -0.001
H (-3.68592, -0.04926, 4.21334)  0.090
H (-3.94490, -1.46812, 3.17960)  0.085
H (-4.35397, 0.14856, 2.57900)  0.081
H (-1.80068, 1.59397, 3.62878)  0.093
H (-2.54390, 1.77692, 2.02496)  0.079
H (-0.83669, 1.31090, 2.17234)  0.049
H (-1.19122, -0.73060, 4.46430)  0.093
H (-0.27370, -1.08684, 2.99653)  0.045
H (-1.60909, -2.14919, 3.48155)  0.087
H (-2.57445, -0.59625, -3.32172)  0.087
H (-4.30306, -0.21910, -3.12892)  0.091
H (-3.49915, -1.36340, -2.03064)  0.076
H (-2.17332, 1.84460, -3.30463)  0.068
H (-2.50444, 2.80416, -1.83425)  0.096
H (-3.83056, 2.29957, -2.89802)  0.093
H (-4.21574, 0.01373, -0.00349)  0.079
H (-5.06566, 1.11964, -1.10378)  0.091
H (-3.85880, 1.74395, 0.03933)  0.086
H (-2.09372, -4.04827, -2.34213)  0.089
H (-1.50811, -5.38626, -1.33038)  0.091
H (-0.36010, -4.21962, -2.01228)  0.062
H (-3.66880, -3.60286, -0.46754)  0.088
H (-3.06287, -3.00189, 1.08429)  0.070
H (-2.91980, -4.72739, 0.68462)  0.090
H (0.57498, -3.52388, 0.20321)  0.077
H (-0.41193, -4.79506, 0.94214)  0.098
H (-0.51226, -3.12956, 1.54053)  0.076

E_tot = -3791.642146 a.u.
spin multiplicity = 6
HOMO (alpha / beta) = -7.59 / -7.58 eV
relative energy (zero: lowest compared OMol25 entry of this formula, charge and spin) = 0.889 eV
frontier orbital gap (alpha / beta) = 0.259 / 0.248 Ha


# 3
Molecular formula: C29H39N7O4SScSi
Method: DFT, ωB97M-V/def2-TZVPD

Last column: Löwdin charge in e.
Atoms and positions in Å:
Sc (0.07130, -0.24777, 0.79618)  0.811
N (2.07767, -0.32969, 2.02595)  -0.072
C (2.29653, -1.71397, 2.50417)  -0.214
C (1.26259, -2.08417, 3.54499)  -0.154
N (-0.09946, -1.63064, 3.17591)  -0.187
C (-1.01918, -2.75697, 2.95408)  -0.178
C (-0.98314, -3.20659, 1.51706)  -0.202
N (-1.37473, -2.07333, 0.65685)  -0.038
C (-0.65171, -0.69348, 4.17024)  -0.177
C (-1.76847, 0.14781, 3.58707)  -0.212
N (-1.25695, 0.86021, 2.40827)  -0.041
H (2.82575, -0.08587, 1.37967)  0.053
H (2.15501, 0.33275, 2.79445)  0.078
H (3.30061, -1.84382, 2.91109)  0.133
H (2.21992, -2.36763, 1.63845)  0.075
H (1.52699, -1.66197, 4.51735)  0.126
H (1.27728, -3.16877, 3.66812)  0.129
H (-2.03490, -2.43952, 3.19670)  0.118
H (-0.79076, -3.59619, 3.61798)  0.133
H (-1.63851, -4.06779, 1.37837)  0.129
H (0.02600, -3.51226, 1.22860)  0.115
H (-2.33496, -1.77960, 0.82621)  0.086
H (-1.33199, -2.36052, -0.31827)  0.077
H (0.15184, -0.02843, 4.49486)  0.126
H (-1.00567, -1.22420, 5.06237)  0.138
H (-2.14076, 0.83184, 4.35063)  0.127
H (-2.61072, -0.47144, 3.27822)  0.098
H (-0.69218, 1.66954, 2.66399)  0.037
H (-2.02012, 1.21228, 1.82972)  0.058
C (-5.41128, 0.33719, 1.48788)  0.008
C (-4.56997, 0.70741, 0.31406)  -0.339
N (-3.25956, 0.59214, 0.22673)  0.141
C (-2.92938, 1.08007, -1.02493)  -0.114
C (-4.05362, 1.49613, -1.68282)  -0.064
N (-5.07515, 1.24769, -0.81847)  0.184
C (-4.41763, 2.14843, -2.98006)  -0.471
O (-3.44962, 2.37496, -3.84441)  0.147
O (-5.56987, 2.45117, -3.16351)  0.121
C (-1.53897, 1.15974, -1.51909)  -0.485
O (-1.29030, 1.56479, -2.64439)  0.086
O (-0.61993, 0.82282, -0.66448)  -0.196
H (-4.95873, -0.49656, 2.02207)  0.072
H (-6.41501, 0.04244, 1.18389)  0.088
H (-5.50416, 1.17521, 2.17978)  0.090
H (-6.03631, 1.46336, -1.04667)  0.178
H (-2.58624, 2.04678, -3.47633)  0.064
C (1.90084, 1.29301, -4.83114)  -0.088
C (2.55801, 1.57044, -3.63794)  -0.116
C (2.43093, 0.70212, -2.56136)  -0.141
C (1.67036, -0.47139, -2.64865)  -0.336
C (1.02342, -0.72955, -3.85871)  -0.101
C (1.13150, 0.14476, -4.93807)  -0.071
Si (1.46076, -1.59089, -1.15880)  0.681
C (3.13809, -2.30571, -0.66421)  -0.367
C (3.32307, -3.68583, -0.51053)  -0.126
C (4.51783, -4.21261, -0.02788)  -0.083
C (5.56917, -3.36964, 0.30402)  -0.088
C (5.42090, -1.99730, 0.14533)  -0.082
C (4.22025, -1.48014, -0.32848)  -0.134
H (2.00058, 1.96259, -5.67606)  0.107
H (3.17945, 2.45605, -3.55349)  0.112
H (2.94519, 0.94587, -1.63399)  0.085
H (0.42563, -1.62770, -3.96773)  0.096
H (0.62147, -0.07789, -5.86693)  0.108
H (0.74652, -2.79585, -1.68301)  -0.027
H (2.52103, -4.36628, -0.77911)  0.091
H (4.63426, -5.28506, 0.07577)  0.104
H (6.50365, -3.77789, 0.66762)  0.104
H (6.24276, -1.33253, 0.38296)  0.105
H (4.14032, -0.40258, -0.45132)  0.085
S (1.33354, 2.53992, 1.21655)  0.639
C (0.53807, 3.40256, -0.03677)  -0.720
N (0.96206, 3.23575, -1.31376)  0.087
C (0.44702, 3.85129, -2.39804)  -0.047
C (-0.57035, 4.74482, -2.25046)  -0.034
C (-1.06247, 4.95915, -0.95721)  -0.026
C (-0.52742, 4.30063, 0.12540)  -0.072
H (1.68053, 2.53195, -1.45225)  0.095
H (0.87868, 3.57168, -3.34810)  0.125
H (-0.99081, 5.23772, -3.11392)  0.121
H (-1.87628, 5.65748, -0.80557)  0.121
H (-0.89007, 4.47752, 1.12726)  0.110

E_tot = -3261.184754 a.u.
spin multiplicity = 1
HOMO = -9.74 eV
relative energy (zero: lowest compared OMol25 entry of this formula, charge and spin) = 0.693 eV
frontier orbital gap = 0.271 Ha
net charge = +1


Among the records above, which one has the highest E_tot? C29H38NO3Si2